No. 1
18
Properties=species:S:1:pos:R:3:forces:R:3 method="wB97M-V/def2-TZVPD" smiles=C[C@H]1C[C@@H](C)C1
C -2.260 0.251 0.489 -0.05 -0.05 0.07
C -1.097 0.233 -0.480 0.06 0.05 -0.04
C 0.133 1.095 -0.142 0.35 0.08 0.48
C 1.076 -0.055 -0.536 0.50 -0.18 0.05
C 2.246 -0.368 0.429 -0.17 -0.02 -0.29
C -0.158 -0.997 -0.494 0.10 -0.20 0.00
H -1.912 0.038 1.504 -0.02 0.02 -0.03
H -3.001 -0.510 0.225 0.00 0.08 0.02
H -2.756 1.228 0.503 0.04 -0.13 -0.02
H -1.469 0.436 -1.489 0.15 0.06 0.01
H 0.296 1.115 0.936 -0.58 0.57 0.28
H 0.239 2.106 -0.557 0.04 -0.34 0.03
H 1.466 0.068 -1.547 -0.01 -0.14 -0.07
H 2.733 -1.301 0.118 -0.01 0.15 0.08
H 3.014 0.422 0.432 -0.27 -0.15 -0.13
H 1.929 -0.503 1.478 -0.16 0.08 -0.45
H -0.283 -1.704 -1.319 0.05 0.06 0.11
H -0.197 -1.553 0.450 -0.03 0.07 -0.08

---

No. 2
18
Properties=species:S:1:pos:R:3:forces:R:3 method="wB97M-V/def2-TZVPD" smiles="C=C(C)CCC"
C -1.556 1.164 -0.946 -1.37 -2.27 0.75
C -0.367 1.553 -0.139 1.06 1.54 0.83
C 0.222 0.559 0.875 1.36 -0.48 1.53
C 0.823 -0.752 0.338 0.91 0.20 -0.77
C -0.055 -1.951 0.295 -2.75 -0.98 1.30
C 2.083 -0.841 -0.121 -0.73 1.30 -0.14
H -2.318 0.835 -0.168 0.56 -0.03 -1.09
H -2.085 1.923 -1.508 0.45 0.45 -0.19
H -1.332 0.293 -1.626 -0.34 0.82 0.64
H 0.479 1.870 -0.739 0.18 -0.13 -0.56
H -0.581 2.498 0.414 -0.14 -0.66 -0.08
H -0.452 0.228 1.689 -0.27 0.52 -0.49
H 1.058 1.106 1.447 -1.09 -0.68 -0.97
H -0.975 -1.799 -0.380 1.30 -0.19 0.89
H -0.520 -2.148 1.362 0.77 0.53 -1.86
H 0.407 -2.926 0.052 0.11 0.79 -0.21
H 2.732 0.035 -0.110 -0.10 -0.10 0.12
H 2.438 -1.648 -0.734 0.08 -0.64 0.31

---

No. 3
The following is a quantum chemistry calculation of one molecule with the formula C6H12, from the Open Molecules 2025 dataset.

```
18
Properties=species:S:1:pos:R:3:forces:R:3
C -2.270 -0.948 -0.040 0.00 -0.06 0.03
C -0.812 -1.200 -0.213 -0.27 0.12 0.44
C -0.048 -0.728 0.961 -0.07 0.07 -0.11
C 1.354 -0.181 0.704 0.07 -0.04 -0.01
C 1.288 1.181 0.010 -0.02 0.03 -0.17
C 0.726 1.070 -1.417 0.00 0.06 0.06
H -2.602 -0.520 0.921 0.09 -0.09 -0.06
H -2.866 -1.836 -0.282 0.12 0.08 -0.07
H -2.531 -0.226 -0.831 0.10 -0.12 0.03
H 1.136 0.190 -1.914 0.05 0.04 -0.03
H 0.038 -1.708 1.478 -0.07 0.03 -0.06
H -0.601 -0.067 1.656 0.03 -0.05 -0.11
H 1.891 -0.093 1.657 -0.08 0.00 -0.12
H 1.907 -0.887 0.073 -0.06 0.09 0.09
H 0.680 1.868 0.617 0.10 -0.09 -0.14
H 2.295 1.618 -0.027 -0.14 -0.10 -0.02
H -0.364 0.955 -1.454 0.13 0.01 0.16
H 0.965 1.944 -2.025 0.02 0.05 0.10
```
Positions in Å, forces in eV/Å.

---

No. 4
18
Properties=species:S:1:pos:R:3:forces:R:3 method="wB97M-V/def2-TZVPD" smiles="C=CC.C=CC"
C -0.231 0.579 2.029 -1.30 0.44 -0.32
C 0.636 -0.123 1.086 4.65 0.65 0.49
C 1.899 0.361 0.787 -2.41 -0.51 1.34
C -0.863 0.053 -1.046 -2.06 -0.35 -2.50
C 0.266 -0.167 -1.971 3.62 0.66 2.10
C -1.834 -0.869 -1.019 0.25 0.54 0.75
H -1.252 0.461 1.735 -0.94 -0.01 -0.12
H -0.167 0.147 3.004 0.24 -0.52 0.77
H -0.070 1.635 2.162 0.45 0.46 -0.26
H 0.511 -1.187 0.976 -0.36 -0.22 -0.20
H 1.187 0.255 -1.351 -1.34 -0.71 -2.04
H 2.161 1.387 1.023 -0.15 0.07 -0.03
H 2.734 -0.271 0.565 0.07 -0.38 -0.80
H -1.146 1.099 -0.921 0.10 -0.13 0.41
H 0.167 0.359 -2.924 -0.14 -0.01 0.23
H 0.492 -1.224 -2.146 -0.23 0.13 -0.05
H -1.650 -1.924 -1.160 0.09 -0.03 -0.46
H -2.841 -0.569 -0.828 -0.54 -0.08 0.70

---

No. 5
18
Properties=species:S:1:pos:R:3:forces:R:3 method="wB97M-V/def2-TZVPD" smiles=CC1(C)CCC1
C -1.223 -1.133 0.376 0.11 -0.04 0.09
C -0.364 0.057 -0.044 0.07 0.02 0.15
C -1.271 1.159 -0.628 0.14 -0.02 0.14
C 0.756 0.520 1.000 0.06 0.23 0.34
C 1.794 -0.273 0.266 0.30 -0.05 0.20
C 0.844 -0.341 -0.991 0.17 0.12 0.05
H -1.787 -1.548 -0.473 0.21 0.14 0.13
H -0.605 -1.933 0.796 -0.08 0.02 -0.02
H -1.953 -0.830 1.136 0.15 -0.05 -0.09
H -1.840 0.793 -1.498 0.26 -0.07 0.27
H -0.697 2.028 -0.973 0.00 -0.17 0.14
H -2.010 1.512 0.103 0.18 -0.09 -0.03
H 0.896 1.596 0.854 0.14 -0.07 -0.30
H 1.098 0.373 2.048 -2.14 -0.12 0.28
H 1.912 -1.287 0.659 -0.39 0.05 0.11
H 2.713 0.232 0.636 0.49 -0.30 -2.08
H 0.732 -1.324 -1.484 0.23 0.35 0.34
H 1.004 0.399 -1.784 0.08 0.03 0.27

---

No. 6
18
Properties=species:S:1:pos:R:3:forces:R:3 method="wB97M-V/def2-TZVPD" smiles="CC=C1CC1.C"
C -1.776 0.851 1.501 -0.03 0.11 0.31
C -0.378 0.004 -0.730 0.42 -0.07 -0.38
C -1.086 -1.316 -0.627 0.00 -0.11 -0.06
C 0.882 0.160 -0.375 -0.13 -0.18 -0.59
C 2.121 -0.582 -0.166 0.13 -0.25 -0.02
C 2.119 0.877 -0.655 0.14 0.24 -0.13
H -1.740 1.799 2.032 -0.28 -0.01 0.26
H -2.501 0.925 0.679 0.29 -0.02 0.19
H -2.057 0.022 2.154 -0.11 0.22 0.12
H -0.932 0.851 -1.130 0.14 -0.13 -0.03
H -0.828 -1.879 -1.528 -0.18 -0.17 0.06
H -0.750 -1.897 0.238 -0.02 0.12 -0.14
H -2.176 -1.227 -0.584 0.20 0.07 0.01
H -0.770 0.666 1.125 -0.66 0.15 0.36
H 2.533 -0.757 0.826 -0.19 0.08 -0.10
H 2.309 -1.380 -0.880 0.21 0.08 0.07
H 2.308 1.076 -1.705 0.19 0.01 0.11
H 2.526 1.617 0.030 -0.15 -0.12 -0.02

---

No. 7
18
Properties=species:S:1:pos:R:3:forces:R:3 method="wB97M-V/def2-TZVPD" smiles=CCCC1CC1
C -1.942 0.446 0.686 -0.04 0.15 -0.25
C -1.365 -0.956 0.523 0.13 0.18 0.07
C 0.174 -1.003 0.522 0.19 0.23 -0.01
C 0.838 -0.299 -0.691 -0.11 -0.19 -0.06
C 2.208 0.346 -0.637 0.23 -0.18 0.14
C 0.996 1.205 -0.834 -0.11 0.13 0.17
H -1.580 1.058 -0.138 -0.10 0.24 0.05
H -1.663 0.939 1.630 0.06 -0.28 -0.20
H -3.035 0.430 0.636 0.08 -0.01 0.01
H -1.798 -1.585 1.330 0.45 0.00 -0.63
H -1.634 -1.348 -0.470 -0.46 -0.08 0.39
H 0.432 -2.077 0.586 0.32 0.51 -0.29
H 0.560 -0.541 1.437 0.01 0.01 -0.02
H 0.642 -0.747 -1.670 -0.09 -0.17 0.39
H 2.699 0.420 0.331 -0.20 -0.06 -0.05
H 2.929 0.204 -1.442 -0.39 -0.05 0.06
H 0.808 1.667 -1.808 0.07 -0.29 0.36
H 0.730 1.841 0.007 -0.05 -0.15 -0.11

---

No. 8
The following is a quantum chemistry calculation of a 2-piece molecular cluster, C6H12 overall, from the Open Molecules 2025 dataset.

```
18
Properties=species:S:1:pos:R:3:forces:R:3
C 0.904 0.327 1.549 0.05 -0.05 0.08
C -0.174 1.217 0.938 0.05 0.13 0.04
C -1.324 0.399 0.336 -0.02 -0.04 0.01
C -0.948 -0.253 -0.969 0.20 0.02 -0.02
C -0.602 -1.549 -1.096 0.24 0.10 -0.02
C 1.639 -0.774 -1.460 -0.43 0.07 -0.13
H 1.232 -0.446 0.850 -0.07 0.07 0.20
H 0.526 -0.181 2.441 0.00 0.08 -0.03
H 1.786 0.907 1.837 -0.10 -0.05 0.01
H -0.568 1.891 1.707 0.01 -0.05 -0.10
H 0.250 1.852 0.149 0.00 -0.05 0.13
H -2.191 1.051 0.169 0.16 -0.09 -0.04
H -1.639 -0.361 1.064 0.09 0.06 -0.17
H -1.028 0.366 -1.862 0.05 -0.08 0.10
H -0.628 -2.210 -0.231 0.20 0.15 -0.11
H -0.488 -2.029 -2.059 0.07 0.13 0.06
H 1.360 -0.369 -2.454 -0.09 -0.16 0.00
H 1.894 0.161 -0.908 -0.41 -0.23 0.01
```
Positions in Å, forces in eV/Å.

---

Energy above the lowest of the compared OMol25 structures with the same formula, charge and spin (kcal/mol)
21.70; 32.32; 86.95; 72.86; 47.91; 65.24; 27.83; 121.30
E_tot (hartree)
-235.78364; -235.76672; -235.67965; -235.70211; -235.74187; -235.71426; -235.77387; -235.62493
HOMO level (hartree)
-0.384; -0.337; -0.300; -0.327; -0.361; -0.324; -0.373; -0.316